(1)
{
  "formula": "C7H8O6PS",
  "method": "ωB97M-V/def2-TZVPD",
  "species": ["C", "C", "C", "C", "C", "C", "C", "O", "O", "O", "O", "O", "O", "P", "S", "H", "H", "H", "H", "H", "H", "H", "H"],
  "xyz": [[3.21, 0.37, 0.79], [3.05, 0.48, -0.61], [2.26, -0.25, 1.53], [1.86, 0.04, -1.22], [1.12, -0.71, 0.88], [0.84, -0.62, -0.46], [-0.41, -1.12, -1.04], [-2.95, -1.60, -0.83], [-1.78, -0.08, 0.88], [-1.55, -2.68, 0.87], [-3.88, 0.74, -0.28], [-2.35, 2.27, 0.86], [-1.49, 1.21, -1.33], [-2.30, 1.00, -0.12], [-1.76, -1.55, -0.05], [4.28, 0.65, 1.26], [3.77, 1.05, -1.12], [2.29, -0.17, 2.65], [1.68, 0.07, -2.33], [0.39, -1.18, 1.43], [-0.82, -0.56, -1.93], [-3.97, 0.06, -1.01], [-1.49, 2.55, 1.16]],
  "total_energy_ha": -1462.641704,
  "charge": -1,
  "homo_lumo_gap_ha": 0.23544
}

=====

(2)
{
  "formula": "C12H21F3IrN2O6S2",
  "method": "ωB97M-V/def2-TZVPD",
  "species": ["Ir", "C", "O", "C", "C", "O", "C", "C", "O", "C", "H", "H", "H", "H", "H", "H", "H", "H", "H", "H", "H", "H", "H", "H", "C", "S", "O", "O", "O", "H", "H", "H", "S", "C", "N", "C", "C", "C", "N", "H", "H", "H", "H", "F", "C", "F", "F"],
  "xyz": [[-0.16, 0.11, 0.38], [-0.31, -2.81, -1.89], [-0.61, -2.27, -0.60], [-0.83, -3.26, 0.38], [-1.66, -2.61, 1.45], [-1.09, -1.38, 1.93], [-0.27, -1.48, 3.12], [1.15, -1.85, 2.79], [1.62, -0.90, 1.85], [3.05, -0.78, 1.83], [-1.11, -3.48, -2.20], [0.64, -3.34, -1.87], [-0.25, -1.97, -2.58], [0.12, -3.65, 0.75], [-1.41, -4.09, -0.03], [-1.80, -3.29, 2.29], [-2.64, -2.35, 1.05], [-0.71, -2.20, 3.80], [-0.30, -0.49, 3.57], [1.24, -2.86, 2.40], [1.73, -1.79, 3.72], [3.40, -0.56, 2.83], [3.30, 0.04, 1.17], [3.50, -1.70, 1.46], [-0.96, 3.85, 2.19], [0.26, 2.71, 1.64], [1.55, 3.19, 1.98], [0.03, 2.50, 0.17], [-0.12, 1.38, 2.22], [-0.61, 4.85, 1.95], [-1.06, 3.72, 3.27], [-1.90, 3.62, 1.68], [-2.15, 0.45, -1.01], [-1.56, 1.28, -2.41], [-0.77, 2.37, -2.27], [-0.28, 3.05, -3.32], [-0.63, 2.66, -4.58], [-1.46, 1.54, -4.67], [-1.91, 0.87, -3.62], [-0.47, 2.61, -1.32], [0.36, 3.89, -3.11], [-0.27, 3.18, -5.45], [-1.76, 1.17, -5.64], [2.36, 1.03, -0.84], [1.48, 0.02, -1.07], [2.18, -1.13, -1.00], [1.09, 0.15, -2.36]],
  "total_energy_ha": -2230.753242,
  "charge": 1,
  "multiplicity": 5,
  "homo_lumo_gap_ha": [0.27030, 0.25928],
  "de_lowest_kj_mol": 0.0
}

=====

(3)
{
  "formula": "C18H28N5O4S2Ti",
  "method": "ωB97M-V/def2-TZVPD",
  "species": ["Ti", "N", "C", "S", "N", "N", "C", "C", "C", "C", "C", "C", "C", "O", "H", "H", "H", "H", "H", "H", "H", "C", "C", "N", "C", "C", "S", "C", "C", "N", "H", "H", "H", "H", "H", "H", "H", "H", "H", "H", "H", "H", "H", "H", "C", "C", "C", "O", "C", "O", "O", "H", "H", "H", "H", "H", "H", "H"],
  "xyz": [[0.06, -0.12, 0.82], [0.51, -0.46, 5.11], [0.65, -0.30, 3.74], [0.04, 1.20, 3.07], [1.23, -1.23, 3.08], [1.61, -0.98, 1.77], [1.35, -1.93, 0.84], [0.36, -2.99, 1.03], [0.57, -4.32, 0.71], [-0.41, -5.28, 0.91], [-1.64, -4.90, 1.44], [-1.90, -3.57, 1.73], [-0.92, -2.59, 1.52], [-1.18, -1.30, 1.71], [-0.29, 0.04, 5.48], [0.57, -1.42, 5.41], [2.08, -2.04, 0.05], [1.53, -4.60, 0.30], [-0.22, -6.32, 0.67], [-2.41, -5.64, 1.61], [-2.86, -3.26, 2.11], [0.98, 3.36, -1.22], [1.24, 2.93, 0.25], [1.64, 1.53, 0.38], [3.02, 1.26, -0.03], [3.31, 1.19, -1.54], [2.40, -0.12, -2.43], [1.51, 0.75, -3.76], [0.85, 2.10, -3.40], [0.58, 2.22, -1.99], [1.91, 3.75, -1.66], [0.26, 4.20, -1.23], [0.32, 3.05, 0.83], [2.00, 3.60, 0.68], [1.57, 1.31, 1.39], [3.30, 0.31, 0.42], [3.68, 2.03, 0.37], [4.37, 0.97, -1.67], [3.11, 2.13, -2.05], [0.74, 0.02, -4.03], [2.18, 0.88, -4.60], [-0.06, 2.19, -4.01], [1.52, 2.91, -3.69], [-0.31, 1.86, -1.70], [-3.66, -0.23, 0.09], [-2.55, 0.64, -0.50], [-3.14, 1.81, -1.27], [-1.69, 1.19, 0.53], [-1.68, -0.27, -1.43], [-2.10, -0.51, -2.56], [-0.58, -0.68, -0.93], [-4.32, 0.38, 0.71], [-3.24, -1.03, 0.68], [-4.24, -0.66, -0.73], [-3.90, 2.30, -0.66], [-3.59, 1.44, -2.19], [-2.37, 2.54, -1.51], [-1.78, 0.66, 1.36]],
  "total_energy_ha": -2923.422216,
  "charge": -1,
  "multiplicity": 3,
  "homo_lumo_gap_ha": [0.21776, 0.25922],
  "de_lowest_kj_mol": 101.0
}

=====

(4)
{
  "formula": "CH2N4",
  "method": "ωB97M-V/def2-TZVPD",
  "species": ["C", "N", "N", "N", "N", "H", "H"],
  "xyz": [[-1.22, -0.10, -0.05], [1.65, 0.24, -0.05], [0.99, -0.77, -0.12], [2.29, 1.14, 0.08], [-0.30, -0.94, 0.06], [-2.13, -0.60, 0.37], [-1.28, 1.03, -0.29]],
  "total_energy_ha": -258.178299,
  "homo_lumo_gap_ha": 0.37269,
  "de_lowest_kj_mol": 439.6
}

=====

(5)
{
  "formula": "C4H7F2N2",
  "method": "ωB97M-V/def2-TZVPD",
  "species": ["C", "C", "C", "C", "N", "N", "F", "F", "H", "H", "H", "H", "H", "H", "H"],
  "xyz": [[-1.26, 0.17, 0.17], [0.89, -0.33, -0.47], [0.84, 0.38, 0.94], [-2.86, 0.17, 0.22], [-0.57, -0.36, -0.81], [-0.54, 0.58, 1.19], [-3.29, 0.64, -0.93], [-3.20, -1.13, 0.40], [1.43, 0.40, -1.09], [1.24, -1.42, -0.44], [1.32, -0.19, 1.70], [1.38, 1.27, 0.77], [-3.15, 0.58, 1.13], [-0.96, -0.74, -1.75], [-0.88, 1.05, 1.96]],
  "total_energy_ha": -465.592701,
  "charge": 1,
  "smiles": "FC(F)C1=[NH+]CCN1",
  "homo_lumo_gap_ha": 0.41655,
  "de_lowest_kj_mol": 0.0
}

=====

(6)
{
  "formula": "C4H3NS",
  "method": "ωB97M-V/def2-TZVPD",
  "species": ["C", "C", "C", "C", "N", "S", "H", "H", "H"],
  "xyz": [[1.23, 0.08, -0.26], [0.06, 0.55, -0.07], [-2.53, -0.42, 0.65], [2.48, 0.04, -0.62], [-1.05, 0.94, 0.23], [-3.70, -0.53, -0.33], [-2.41, -0.56, 1.80], [2.93, -0.97, -0.62], [2.99, 0.88, -0.78]],
  "total_energy_ha": -606.949338,
  "homo_lumo_gap_ha": [0.24968, 0.24971],
  "de_lowest_kj_mol": 416.5
}

=====

(7)
{
  "formula": "C19H31N3",
  "method": "ωB97M-V/def2-TZVPD",
  "species": ["C", "H", "H", "H", "C", "C", "H", "H", "H", "C", "C", "H", "H", "C", "N", "C", "N", "C", "H", "H", "C", "H", "C", "H", "H", "C", "C", "H", "H", "H", "C", "H", "H", "H", "H", "N", "C", "C", "C", "C", "C", "C", "H", "H", "H", "H", "H", "H", "H", "H", "H", "H", "H"],
  "xyz": [[1.11, 5.20, 0.64], [0.85, 6.13, 0.14], [0.62, 5.19, 1.61], [2.19, 5.19, 0.79], [0.68, 4.01, -0.21], [1.34, 4.08, -1.58], [0.97, 3.29, -2.24], [1.12, 5.03, -2.06], [2.42, 3.98, -1.49], [1.03, 2.70, 0.52], [0.45, 1.46, -0.14], [0.91, 1.31, -1.12], [-0.62, 1.58, -0.29], [0.71, 0.20, 0.71], [0.23, -1.02, 0.10], [-1.10, -1.14, -0.31], [-1.31, -1.76, -1.40], [-0.03, -2.12, -1.97], [0.00, -3.19, -2.15], [0.10, -1.61, -2.93], [1.04, -1.69, -0.92], [1.77, -1.00, -1.36], [1.75, -2.91, -0.34], [2.23, -3.45, -1.16], [0.98, -3.57, 0.08], [2.80, -2.63, 0.74], [4.00, -1.87, 0.18], [3.71, -0.90, -0.22], [4.74, -1.70, 0.97], [4.47, -2.45, -0.61], [3.26, -3.94, 1.36], [2.42, -4.48, 1.80], [3.99, -3.76, 2.15], [3.72, -4.58, 0.61], [2.33, -2.02, 1.53], [-2.06, -0.62, 0.51], [-3.43, -0.63, 0.35], [-4.22, -0.06, 1.35], [-5.59, -0.04, 1.23], [-6.21, -0.57, 0.11], [-5.43, -1.13, -0.89], [-4.05, -1.17, -0.78], [-3.43, -1.60, -1.55], [-5.90, -1.55, -1.77], [-7.28, -0.55, 0.02], [-6.19, 0.41, 2.02], [-3.74, 0.35, 2.23], [-1.73, -0.24, 1.38], [1.79, 0.09, 0.87], [0.25, 0.32, 1.69], [2.11, 2.61, 0.60], [0.63, 2.76, 1.54], [-0.41, 4.05, -0.34]],
  "total_energy_ha": -906.871677,
  "smiles": "CC(C)CCCN1C(Nc2ccccc2)=NC[C@@H]1CC(C)C",
  "homo_lumo_gap_ha": 0.31749,
  "de_lowest_kj_mol": 0.1
}

=====

(8)
{
  "formula": "C19H41N2O3Si",
  "method": "ωB97M-V/def2-TZVPD",
  "species": ["C", "C", "C", "O", "C", "O", "N", "C", "C", "C", "O", "Si", "C", "C", "C", "H", "H", "H", "H", "H", "H", "H", "H", "H", "H", "H", "H", "H", "H", "H", "H", "H", "H", "H", "H", "H", "C", "C", "C", "C", "N", "C", "C", "C", "C", "C", "H", "H", "H", "H", "H", "H", "H", "H", "H", "H", "H", "H", "H", "H", "H", "H", "H", "H", "H", "H"],
  "xyz": [[-2.76, -4.14, 1.62], [-2.00, -4.63, 0.68], [-2.28, -4.18, -0.76], [-2.49, -2.77, -0.81], [-1.37, -2.07, -0.63], [-0.30, -2.50, -0.89], [-1.49, -0.74, -0.16], [-0.32, -0.57, 0.76], [-2.69, -0.58, 0.69], [-4.02, -0.37, -0.07], [-5.08, -0.84, 0.76], [-6.29, -1.74, 0.00], [-7.17, -2.68, 1.39], [-5.67, -3.06, -1.20], [-7.62, -0.68, -0.84], [-3.73, -3.71, 1.36], [-2.49, -4.12, 2.67], [-1.24, -5.36, 0.93], [-1.54, -4.55, -1.47], [-3.23, -4.63, -1.05], [-0.44, 0.27, 1.44], [0.61, -0.42, 0.21], [-0.30, -1.47, 1.39], [-2.84, -1.47, 1.32], [-2.60, 0.25, 1.40], [-4.16, 0.72, -0.17], [-4.02, -0.77, -1.09], [-7.84, -3.45, 1.00], [-7.66, -2.01, 2.10], [-6.37, -3.21, 1.94], [-5.06, -2.64, -2.01], [-5.04, -3.76, -0.64], [-6.47, -3.64, -1.67], [-7.47, 0.39, -0.64], [-8.59, -0.94, -0.40], [-7.71, -0.91, -1.91], [7.32, 3.25, 1.14], [6.56, 3.96, 0.01], [5.07, 4.19, 0.28], [4.25, 3.08, 0.91], [3.88, 1.86, 0.08], [2.56, 2.06, -0.66], [2.95, 2.77, -1.95], [4.35, 2.25, -2.28], [4.81, 1.47, -1.05], [3.76, 0.69, 1.03], [6.86, 2.30, 1.41], [8.34, 3.04, 0.83], [7.36, 3.88, 2.03], [6.71, 3.41, -0.92], [7.03, 4.93, -0.16], [4.60, 4.57, -0.63], [5.01, 5.02, 0.99], [3.30, 3.49, 1.25], [4.75, 2.71, 1.81], [2.15, 1.07, -0.87], [1.86, 2.61, -0.04], [2.96, 3.85, -1.80], [2.24, 2.57, -2.74], [5.03, 3.07, -2.52], [4.34, 1.60, -3.15], [5.84, 1.61, -0.75], [4.66, 0.41, -1.23], [3.01, 0.94, 1.78], [4.73, 0.53, 1.48], [3.45, -0.19, 0.47]],
  "total_energy_ha": -1373.052291,
  "charge": 1,
  "homo_lumo_gap_ha": 0.33317
}

=====

(9)
{
  "formula": "CN3O5S",
  "method": "ωB97M-V/def2-TZVPD",
  "species": ["C", "N", "N", "N", "O", "O", "O", "O", "O", "S"],
  "xyz": [[-0.46, 2.52, 0.75], [-0.84, 3.51, 1.20], [-0.29, 1.43, 0.01], [-0.45, 0.31, 0.50], [-0.39, -0.03, 1.68], [1.64, -0.66, -0.82], [-0.79, -0.60, -0.41], [0.32, -2.13, -2.20], [0.64, -2.71, 0.14], [0.62, -1.63, -0.86]],
  "total_energy_ha": -976.710989,
  "charge": -1,
  "smiles": "N#C/N=[N+](\\[O-])OS(=O)(=O)[O-]",
  "homo_lumo_gap_ha": 0.33626,
  "de_lowest_kj_mol": 192.4
}

=====

(10)
{
  "formula": "C2HN2OPS2",
  "method": "ωB97M-V/def2-TZVPD",
  "species": ["C", "C", "N", "N", "O", "P", "S", "S", "H"],
  "xyz": [[0.87, -1.04, 1.19], [-0.67, 2.06, -1.13], [-0.27, -0.47, 1.23], [-1.07, -0.57, 0.15], [-0.63, 1.43, -2.07], [-0.48, -1.26, -1.17], [1.35, -1.89, -0.24], [-0.86, 2.93, 0.18], [1.77, -1.18, 1.86]],
  "total_energy_ha": -1399.276097,
  "homo_lumo_gap_ha": 0.34292,
  "de_lowest_kj_mol": 0.0
}

=====

(11)
{
  "formula": "C5H10N2",
  "method": "ωB97M-V/def2-TZVPD",
  "species": ["C", "C", "C", "C", "C", "N", "N", "H", "H", "H", "H", "H", "H", "H", "H", "H", "H"],
  "xyz": [[-0.99, -0.95, -0.51], [-0.48, 0.50, -0.80], [0.46, 0.81, 0.35], [0.14, 1.80, 1.22], [2.02, -0.96, -0.38], [1.76, 0.19, 0.21], [-2.26, -0.89, 0.12], [-0.91, -1.49, -1.46], [-0.29, -1.51, 0.16], [-1.20, 1.34, -0.93], [0.14, 0.42, -1.70], [-0.68, 2.51, 1.16], [0.98, 2.28, 1.90], [2.59, -1.74, 0.15], [1.56, -1.41, -1.22], [-3.11, -1.13, -0.49], [-2.49, -1.55, 0.88]],
  "total_energy_ha": -305.891600,
  "smiles": "C=NC(=C)CCN",
  "homo_lumo_gap_ha": 0.31822,
  "de_lowest_kj_mol": 347.2
}

=====

(12)
{
  "formula": "C3H8O2S",
  "method": "ωB97M-V/def2-TZVPD",
  "species": ["C", "C", "C", "O", "O", "S", "H", "H", "H", "H", "H", "H", "H", "H"],
  "xyz": [[-2.08, -0.35, -0.83], [0.81, -1.40, -0.04], [1.10, 0.94, 1.33], [0.35, 0.91, -1.28], [-2.35, 0.68, -1.49], [0.00, 0.28, -0.01], [-2.94, -0.33, -0.08], [1.53, -1.49, 0.81], [0.07, -2.04, 0.22], [1.08, -1.64, -1.00], [0.53, 1.28, 2.16], [2.04, 0.38, 1.52], [1.36, 1.84, 0.80], [-1.49, 0.95, -2.10]],
  "total_energy_ha": -667.509421,
  "multiplicity": 3,
  "homo_lumo_gap_ha": [0.23936, 0.32500],
  "de_lowest_kj_mol": 194.1
}

=====

(13)
{
  "formula": "C15H20N2O4",
  "method": "ωB97M-V/def2-TZVPD",
  "species": ["C", "H", "H", "H", "O", "N", "C", "O", "C", "C", "H", "C", "N", "C", "O", "O", "C", "C", "C", "C", "C", "C", "C", "H", "H", "H", "H", "H", "H", "H", "C", "C", "H", "H", "H", "H", "H", "H", "H", "H", "H"],
  "xyz": [[4.88, 3.13, 2.49], [5.47, 4.05, 2.47], [5.47, 2.32, 2.91], [3.98, 3.30, 3.10], [4.54, 2.71, 1.18], [3.76, 3.64, 0.51], [2.44, 3.48, 0.22], [1.86, 4.34, -0.41], [1.82, 2.19, 0.71], [0.30, 2.31, 0.76], [-0.06, 2.61, -0.22], [-0.32, 0.97, 1.16], [0.12, -0.08, 0.26], [-0.67, -0.68, -0.66], [-0.28, -1.48, -1.47], [-1.97, -0.31, -0.54], [-2.87, -1.01, -1.39], [-3.10, -2.44, -0.95], [-3.30, -3.44, -1.88], [-3.52, -4.74, -1.47], [-3.53, -5.05, -0.12], [-3.33, -4.05, 0.82], [-3.12, -2.75, 0.41], [-2.96, -1.97, 1.13], [-3.34, -4.29, 1.87], [-3.70, -6.07, 0.20], [-3.67, -5.52, -2.20], [-3.27, -3.21, -2.93], [-2.48, -1.00, -2.42], [-3.80, -0.44, -1.34], [1.55, -0.25, 0.19], [2.22, 1.06, -0.24], [1.90, 1.31, -1.25], [3.31, 0.93, -0.24], [1.92, -0.55, 1.18], [1.76, -1.04, -0.53], [0.00, 0.70, 2.17], [-1.41, 1.02, 1.13], [0.00, 3.08, 1.47], [2.21, 1.96, 1.71], [4.26, 4.44, 0.12]],
  "total_energy_ha": -994.038895,
  "smiles": "CONC(=O)C1CCN(C(=O)OCc2ccccc2)CC1",
  "homo_lumo_gap_ha": 0.35546,
  "de_lowest_kj_mol": 245.5
}

=====

(14)
{
  "formula": "C28H44GaN7O3P",
  "method": "ωB97M-V/def2-TZVPD",
  "species": ["C", "C", "O", "C", "C", "Ga", "P", "N", "O", "O", "H", "H", "H", "H", "H", "H", "H", "H", "H", "H", "H", "H", "H", "H", "N", "C", "C", "C", "C", "H", "H", "H", "H", "H", "N", "C", "C", "C", "C", "H", "H", "H", "H", "H", "N", "C", "C", "C", "C", "H", "H", "H", "H", "H", "N", "C", "C", "C", "C", "H", "H", "H", "H", "H", "N", "C", "C", "C", "C", "H", "H", "H", "H", "H", "N", "C", "C", "C", "C", "H", "H", "H", "H", "H"],
  "xyz": [[-0.20, 4.53, -2.55], [-1.47, 3.95, -3.15], [-1.21, 2.56, -3.30], [-2.28, 1.80, -3.88], [-3.04, 1.04, -2.80], [-4.21, 2.03, -1.46], [-5.13, 4.05, -2.40], [-4.47, 5.41, -1.99], [-5.24, 3.94, -4.06], [-6.72, 4.00, -2.04], [-0.29, 4.56, -1.46], [0.06, 5.52, -2.90], [0.61, 3.85, -2.82], [-2.31, 4.11, -2.47], [-1.73, 4.39, -4.12], [-1.81, 1.12, -4.60], [-2.94, 2.47, -4.44], [-3.66, 0.27, -3.28], [-2.29, 0.51, -2.20], [-5.45, 1.11, -1.06], [-3.38, 2.46, -0.16], [-4.18, 6.03, -2.74], [-4.65, 4.61, -4.43], [-7.16, 4.75, -2.47], [1.23, 1.63, -1.08], [2.39, 1.72, -1.79], [3.42, 1.34, -0.96], [2.86, 1.01, 0.30], [1.51, 1.20, 0.19], [0.31, 1.86, -1.43], [2.38, 2.05, -2.81], [4.47, 1.32, -1.22], [3.38, 0.67, 1.18], [0.71, 1.06, 0.90], [0.75, -1.17, 3.15], [1.54, -2.12, 2.57], [2.60, -2.36, 3.40], [2.44, -1.51, 4.54], [1.29, -0.79, 4.35], [-0.09, -0.81, 2.74], [1.28, -2.54, 1.61], [3.40, -3.06, 3.22], [3.10, -1.44, 5.39], [0.82, -0.05, 4.97], [3.34, -6.60, 5.73], [3.47, -5.43, 5.03], [4.67, -5.48, 4.37], [5.28, -6.73, 4.69], [4.43, -7.39, 5.54], [2.55, -6.83, 6.31], [2.71, -4.67, 5.05], [5.07, -4.72, 3.72], [6.23, -7.09, 4.34], [4.52, -8.36, 6.01], [-2.15, 0.87, 3.89], [-2.86, 1.65, 3.02], [-4.15, 1.69, 3.47], [-4.22, 0.91, 4.66], [-2.97, 0.42, 4.89], [-1.17, 0.67, 3.81], [-2.41, 2.10, 2.16], [-4.96, 2.22, 2.99], [-5.09, 0.73, 5.27], [-2.59, -0.22, 5.68], [5.12, 0.16, -3.68], [5.24, 1.33, -4.37], [6.40, 1.27, -5.09], [7.01, 0.02, -4.81], [6.19, -0.64, -3.94], [4.36, -0.07, -3.06], [4.49, 2.09, -4.30], [6.78, 2.05, -5.74], [7.95, -0.35, -5.21], [6.29, -1.62, -3.48], [-2.64, -2.35, -0.78], [-3.80, -2.13, -0.08], [-4.74, -3.00, -0.55], [-4.13, -3.78, -1.57], [-2.83, -3.35, -1.69], [-1.79, -1.83, -0.66], [-3.85, -1.35, 0.66], [-5.76, -3.06, -0.21], [-4.59, -4.56, -2.15], [-2.04, -3.67, -2.35]],
  "total_energy_ha": -3968.489563,
  "charge": -1,
  "homo_lumo_gap_ha": 0.26101,
  "de_lowest_kj_mol": 0.0
}